Below is the ion C23H32NO3 with charge +1, with properties calculated with ωB97M-V/def2-TZVPD.

Geometry as XYZ:
```
59
Properties=species:S:1:pos:R:3:lowdin_charge:R:1
C -0.0353 2.5778 -7.1789 -0.103
H 0.4145 3.5557 -7.0294 0.073
C 0.5743 1.5626 -6.2216 -0.233
C -0.0403 0.1765 -6.4255 -0.202
H -1.1277 0.2065 -6.2855 0.125
H 0.1637 -0.1679 -7.4428 0.135
O 0.5457 -0.8103 -5.5962 -0.032
C 0.1943 -0.9119 -4.2974 -0.262
C 0.8497 -1.9133 -3.5737 0.022
C 0.5662 -2.1283 -2.2436 -0.016
C -0.3765 -1.3457 -1.5874 -0.190
C -1.0398 -0.3632 -2.3077 -0.025
C -0.7615 -0.1372 -3.6434 -0.002
H -1.3056 0.6355 -4.1622 0.109
H -1.7995 0.2372 -1.8252 0.123
C -0.7457 -1.5877 -0.1415 -0.121
C -0.9114 -0.3359 0.6614 -0.411
O -1.6871 -0.2320 1.6014 0.105
O -0.0421 0.6199 0.3471 0.030
C -0.0745 1.8569 1.0549 -0.091
H -1.0976 2.2507 1.0508 0.142
C 0.4688 1.7421 2.4819 -0.079
N -0.5655 1.2434 3.4248 -0.137
C -1.4100 2.3386 3.9624 -0.170
C -2.7159 1.8150 4.5372 -0.042
H -2.5660 1.2628 5.4601 0.080
H -3.3686 2.6541 4.7599 0.092
H -3.2227 1.1739 3.8193 0.090
H -0.8446 2.8902 4.7150 0.127
H -1.6313 3.0194 3.1383 0.131
C -0.0063 0.3427 4.4671 -0.164
C 0.9927 1.0096 5.3981 -0.048
H 1.8266 1.4453 4.8550 0.081
H 0.5292 1.7775 6.0105 0.079
H 1.3922 0.2551 6.0699 0.094
H -0.8420 -0.0561 5.0427 0.128
H 0.4682 -0.4949 3.9494 0.135
H -1.2056 0.6350 2.8122 0.110
H 1.3077 1.0418 2.4686 0.144
H 0.8309 2.7146 2.8194 0.146
H 0.5646 2.5177 0.4664 0.149
C 0.3103 -2.3180 0.6781 -0.202
C -0.0354 -3.4317 1.4310 -0.017
C 0.9224 -4.0819 2.1915 -0.066
C 2.2264 -3.6169 2.2157 -0.076
C 2.5737 -2.5003 1.4720 -0.066
C 1.6195 -1.8490 0.7103 -0.048
H 1.8898 -0.9859 0.1194 0.124
H 3.5909 -2.1388 1.4805 0.108
H 2.9717 -4.1256 2.8071 0.107
H 0.6482 -4.9555 2.7623 0.109
H -1.0497 -3.8013 1.4126 0.121
H -1.6845 -2.1496 -0.0815 0.169
H 1.0779 -2.9178 -1.7145 0.121
H 1.5768 -2.5195 -4.0893 0.124
H 0.4215 1.8856 -5.1892 0.101
H 1.6503 1.4910 -6.3894 0.117
H -1.1078 2.6641 -7.0180 0.074
H 0.1320 2.2774 -8.2101 0.076
```

Summary:
Kohn-Sham gap (eV): 8.409
Structure (SMILES): CCCOc1ccc([C@H](C(=O)OCC[NH+](CC)CC)c2ccccc2)cc1
Molecular weight (Da): 370.513
Relative energy (zero: lowest compared OMol25 entry of this formula, charge and spin) (kJ/mol): 27.6
Charge: +1
HOMO energy (eV): -10.5